[1]
Below is a single C13H20N2O3 molecule, with properties calculated with ωB97M-V/def2-TZVPD.

The geometry in XYZ format:
```
38
C13H20N2O3, DFT ωB97M-V/def2-TZVPD
C 2.907 3.315 1.520
C 2.101 2.776 0.346
C 2.329 1.275 0.162
O 1.650 0.748 -0.966
C 0.275 0.653 -0.805
C -0.538 1.600 -1.413
C -1.908 1.575 -1.261
C -2.501 0.591 -0.471
N -3.889 0.624 -0.317
C -4.701 -0.275 0.333
N -6.033 0.041 0.216
O -4.330 -1.263 0.920
C -1.703 -0.378 0.117
C -0.321 -0.372 -0.054
O 0.362 -1.373 0.567
C 1.479 -1.954 -0.093
C 1.450 -3.459 0.162
C 2.642 -4.153 -0.482
H 2.732 4.381 1.642
H 2.621 2.812 2.441
H 3.971 3.157 1.359
H 1.036 2.955 0.514
H 2.389 3.290 -0.573
H 2.026 0.747 1.076
H 3.387 1.077 -0.030
H -0.067 2.369 -2.007
H -2.518 2.324 -1.745
H -4.345 1.371 -0.822
H -6.338 0.965 -0.033
H -6.661 -0.507 0.779
H -2.143 -1.161 0.711
H 2.411 -1.529 0.303
H 1.437 -1.751 -1.168
H 0.518 -3.864 -0.237
H 1.451 -3.628 1.240
H 2.605 -5.222 -0.291
H 2.642 -3.994 -1.558
H 3.575 -3.764 -0.079
```

Its HOMO energy is -8.046 eV. The relative energy (zero: lowest compared OMol25 entry of this formula, charge and spin) is 0.000 eV. As for the multiplicity: 1. As for the SMILES: CCCOc1ccc(NC(N)=O)cc1OCCC.

Results of the Löwdin charge analysis, in e, for atoms 1 through 4:
1 C -0.11
2 C -0.23
3 C -0.21
4 O -0.08

[2]
Below is a molecular structure, C13H20N2O7Se2Zn, with properties calculated with ωB97M-V/def2-TZVPD.

The geometry in XYZ format:
```
45
C13H20N2O7Se2Zn, DFT ωB97M-V/def2-TZVPD
Zn -0.560 0.003 -0.362
C 0.339 0.936 3.279
C 0.069 -0.347 2.514
C 0.544 -1.579 3.249
O 0.772 -0.291 1.230
C -1.442 -0.421 2.149
O -2.163 -1.237 2.713
O -1.795 0.399 1.228
H 1.404 1.033 3.504
H -0.202 0.924 4.226
H 0.002 1.799 2.704
H 1.606 -1.492 3.484
H 0.390 -2.466 2.635
H -0.022 -1.706 4.169
H 1.432 0.417 1.225
C 3.668 3.123 0.028
Se 2.438 1.902 -0.853
C 1.443 3.306 -1.779
C 0.240 2.801 -2.544
Se -1.256 2.148 -1.470
C -1.280 3.423 -0.017
H 3.131 3.800 0.688
H 4.226 3.680 -0.721
H 4.359 2.521 0.613
H 2.138 3.765 -2.483
H 1.157 4.068 -1.053
H 0.486 1.956 -3.188
H -0.156 3.604 -3.165
H -1.522 4.411 -0.399
H -0.330 3.428 0.511
H -2.060 3.071 0.653
O -0.569 -4.837 -3.565
C -1.364 -5.016 -2.524
O -1.959 -6.047 -2.330
C -1.503 -3.878 -1.573
C -2.307 -3.925 -0.447
N -2.191 -2.748 0.184
N -1.359 -1.939 -0.472
C -0.932 -2.592 -1.539
C 0.032 -1.849 -2.430
O 0.449 -2.406 -3.442
O 0.314 -0.661 -2.049
H -0.160 -3.927 -3.575
H -2.924 -4.725 -0.077
H -2.584 -2.428 1.067
```

Its HOMO energy is -9.331 eV. The relative energy (zero: lowest compared OMol25 entry of this formula, charge and spin) is 0.031 eV. As for the multiplicity: 1.

Results of the Löwdin charge analysis, in e, for atoms 1 through 4:
1 Zn 0.56
2 C 0.00
3 C -0.49
4 C -0.01

[3]
Below is a single C13H20N2OS molecule, with properties calculated with ωB97M-V/def2-TZVPD.

The geometry in XYZ format:
```
37
C13H20N2OS, DFT ωB97M-V/def2-TZVPD
C 1.559 0.551 -3.503
S 1.521 -0.587 -1.996
C 0.510 0.006 -0.519
C -0.911 0.425 -0.965
C -1.890 -0.711 -0.847
C -1.790 -1.747 -1.723
C -2.480 -2.887 -1.440
C -3.391 -2.923 -0.410
C -3.646 -1.783 0.386
C -2.907 -0.716 0.108
N 1.177 1.140 0.170
N 2.025 1.920 -0.568
O 1.659 3.046 -0.510
C 1.460 0.997 1.606
C 0.153 0.627 2.408
C 1.999 2.333 2.205
C 2.481 -0.128 1.673
H 2.425 1.096 -3.400
H 0.641 1.168 -3.443
H 1.475 -0.091 -4.450
H 0.476 -0.828 0.148
H -1.139 1.331 -0.337
H -0.923 0.680 -2.052
H -0.956 -1.765 -2.419
H -2.302 -3.822 -1.929
H -3.952 -3.829 -0.112
H -4.457 -1.757 1.122
H -2.918 0.150 0.771
H 0.347 0.557 3.496
H -0.542 1.447 2.337
H -0.295 -0.229 1.954
H 1.225 3.056 2.134
H 2.923 2.549 1.735
H 2.183 2.157 3.252
H 3.011 -0.163 2.634
H 3.174 -0.089 0.832
H 2.074 -1.182 1.650
```

Its HOMO energy is -8.610 eV. The relative energy (zero: lowest compared OMol25 entry of this formula, charge and spin) is 5.777 eV. As for the multiplicity: 1. As for the SMILES: CS[C@H](Cc1ccccc1)N(N=O)C(C)(C)C.

Results of the Löwdin charge analysis, in e, for atoms 1 through 4:
1 C -0.34
2 S 0.82
3 C -0.50
4 C -0.14

[4]
Below is a molecular structure, C13H21CeCl5OP2, with properties calculated with ωB97M-V/def2-TZVPD.

The geometry in XYZ format:
```
43
C13H21CeCl5OP2, DFT ωB97M-V/def2-TZVPD
Ce 0.000 0.000 0.000
H 1.035 2.322 -2.273
H 1.204 2.718 -1.646
P -0.319 -1.383 -1.862
P 0.690 1.034 1.987
C -0.612 1.867 3.003
H -0.219 2.212 3.976
H -1.012 2.725 2.438
H -1.436 1.153 3.169
C 1.475 -0.104 3.212
H 2.362 -0.561 2.746
H 1.763 0.430 4.135
H 0.760 -0.907 3.456
C 1.966 2.369 1.827
H 1.538 3.213 1.259
H 2.302 2.729 2.816
H 2.830 1.971 1.269
C 0.046 -3.167 -1.550
H -0.109 -3.779 -2.457
H 1.090 -3.254 -1.207
H -0.613 -3.527 -0.743
C -2.008 -1.455 -2.610
H -2.262 -0.462 -3.017
H -2.076 -2.213 -3.411
H -2.734 -1.691 -1.814
C 0.744 -1.028 -3.339
H 1.798 -1.003 -3.017
H 0.616 -1.793 -4.126
H 0.479 -0.039 -3.748
C -1.711 0.843 -0.068
O -2.751 1.387 -0.135
H 1.596 -0.704 -0.006
Cl -3.503 -0.894 1.511
C -2.279 -2.072 1.932
C -0.933 -1.951 1.499
C -0.016 -2.957 1.891
Cl 1.669 -2.876 1.397
C -0.425 -4.043 2.683
Cl 0.738 -5.287 3.156
C -1.756 -4.147 3.100
Cl -2.267 -5.515 4.094
C -2.681 -3.164 2.727
Cl -4.360 -3.310 3.263
```

Its HOMO energy (alpha / beta) is -14.457 / -14.457 eV. Its charge is +2. As for the multiplicity: 1.

Results of the Löwdin charge analysis, in e, for atoms 1 through 4:
1 Ce 0.42
2 H 0.07
3 H 0.07
4 P 0.72

[5]
Below is a molecular structure, C13H21F3LuNO5P, with properties calculated with ωB97M-V/def2-TZVPD.

The geometry in XYZ format:
```
45
C13H21F3LuNO5P, DFT ωB97M-V/def2-TZVPD
C 1.105 1.370 2.383
C 1.639 1.854 1.045
P 0.530 1.955 -0.355
C 1.446 2.670 -1.710
C -0.435 0.453 -0.902
C -1.436 -0.170 0.081
C -2.623 0.704 0.551
O -3.860 0.556 -0.118
C -2.897 0.504 2.051
F -1.751 0.438 2.751
F -3.529 -0.687 2.222
F -3.651 1.471 2.533
C -1.120 0.823 -2.254
O -2.220 1.629 -2.301
O -1.522 -0.474 -2.713
C -0.394 -1.198 -2.629
O -0.109 -2.119 -3.295
C 0.556 -0.646 -1.453
C 0.970 -1.868 -0.663
C 1.884 -1.607 0.548
C 2.984 -2.713 0.562
N 3.185 -3.423 1.770
O 3.602 -2.882 -0.442
H 0.328 2.027 2.755
H 0.766 0.343 2.368
H 1.920 1.429 3.100
H 2.013 2.875 1.172
H 2.500 1.288 0.662
H 2.215 1.958 -2.017
H 0.810 2.944 -2.547
H 1.925 3.573 -1.336
H -1.844 -1.032 -0.438
H -0.926 -0.539 0.964
H -2.413 1.763 0.411
H -4.197 -0.368 -0.113
H -0.379 1.165 -2.984
H -2.205 2.359 -1.676
H 1.424 -0.236 -1.964
H 0.114 -2.477 -0.381
H 1.544 -2.466 -1.367
H 1.333 -1.576 1.480
H 2.446 -0.687 0.405
H 2.526 -4.195 1.855
H 3.050 -2.823 2.578
Lu -5.305 -1.966 -0.590
```

Its HOMO energy is -17.615 eV. Its charge is +3. As for the multiplicity: 1.

Results of the Löwdin charge analysis, in e, for atoms 1 through 4:
1 C -0.09
2 C -0.32
3 P 1.36
4 C -0.14

[6]
Below is a gas-phase ion, C13H21N2O2 (charge +1), with properties calculated with ωB97M-V/def2-TZVPD.

The geometry in XYZ format:
```
38
C13H21N2O2, DFT ωB97M-V/def2-TZVPD
C -2.444 -1.862 -3.056
C -1.359 -0.976 -2.466
N -0.515 -1.640 -1.443
C 0.323 -2.739 -1.978
C 1.430 -2.218 -2.880
C -1.276 -2.047 -0.238
C -0.431 -1.897 1.032
O -0.380 -0.570 1.536
C 0.400 0.344 0.921
O 0.874 0.132 -0.202
C 0.604 1.554 1.665
C 0.084 1.728 2.960
C 0.306 2.891 3.645
C 1.060 3.934 3.071
N 1.275 5.077 3.747
C 1.579 3.757 1.775
C 1.356 2.595 1.089
H -3.102 -2.261 -2.290
H -2.028 -2.686 -3.629
H -3.046 -1.265 -3.735
H -0.700 -0.617 -3.257
H -1.813 -0.102 -1.992
H 0.176 -0.880 -1.056
H -0.312 -3.451 -2.508
H 0.772 -3.256 -1.128
H 2.118 -3.028 -3.105
H 1.987 -1.428 -2.383
H 1.046 -1.841 -3.823
H -1.605 -3.082 -0.339
H -2.156 -1.408 -0.137
H 0.590 -2.262 0.866
H -0.886 -2.473 1.841
H -0.490 0.934 3.409
H -0.093 3.022 4.640
H 0.917 5.198 4.678
H 1.826 5.814 3.345
H 2.157 4.551 1.328
H 1.755 2.456 0.097
```

Its HOMO energy is -10.914 eV. The relative energy (zero: lowest compared OMol25 entry of this formula, charge and spin) is 0.000 eV. Its charge is +1. As for the multiplicity: 1. As for the SMILES: CC[NH+](CC)CCOC(=O)c1ccc(N)cc1.

Results of the Löwdin charge analysis, in e, for atoms 1 through 4:
1 C -0.05
2 C -0.17
3 N -0.15
4 C -0.17

Q: Which largest force on an atom values were calculated for the entries above? A: 0.0113; 0.0048; 0.0765; 0.3526; 0.0518; 0.0150, in Eh/bohr.